[1]
Here is a molecular structure, C27H50CrF2N2O21PS5 at a distorted geometry from the Open Molecules 2025 dataset. Energies are from ωB97M-V/def2-TZVPD.

Last column: Mulliken charge in e.
CARTESIAN COORDINATES (ANGSTROEM)
Cr -20.8374 -5.2733 2.6779  1.1688
S -16.1945 -0.7096 5.4604  1.0715
S -24.2039 -4.4333 -0.4201  1.3275
S -21.3065 -8.6275 2.5630  1.2407
S -17.6610 -5.6592 2.1356  1.1527
S -20.3974 -1.9210 1.8967  0.7951
P -21.9435 -4.9086 5.0651  0.3785
F -22.6537 -5.7942 6.0988  -0.2328
F -22.5269 -3.5180 5.6673  -0.3370
O -20.6500 -9.4652 1.6160  -0.6713
O -20.7830 -7.2853 2.7016  -0.2664
O -20.4859 -4.8415 5.0032  -0.3785
O -24.9183 -3.2736 -0.9531  -0.7164
O -21.8467 -4.2205 9.2196  -0.5783
O -16.9554 -6.3427 0.9573  -0.2068
O -15.8666 0.2270 4.1885  -0.3456
O -20.6521 -3.2153 2.4925  0.6895
O -22.8239 -8.6543 2.0934  -0.4867
O -24.7985 -4.9403 0.8827  -0.2419
O -16.6018 0.2680 6.3745  -0.6260
O -17.0419 -1.7980 5.0349  -0.3038
O -20.3389 -0.7660 2.8675  -0.1912
O -20.5727 -5.8981 9.6489  -0.5961
O -28.0855 -2.2657 6.4277  -0.5758
O -19.2720 -1.9106 1.0201  -0.6536
O -22.5243 -5.0165 3.6985  -0.0380
O -17.5825 -6.3336 3.3839  -0.7525
O -22.7950 -4.2551 -0.1787  -0.5941
O -19.0358 -5.3273 1.7808  -1.0968
O -27.1370 -3.9955 5.5229  -0.5566
N -20.7748 -4.6998 9.5210  0.9943
N -27.8375 -3.4778 6.3877  0.9598
C -18.5411 -4.1741 10.2578  -0.4979
C -19.7965 -2.5855 8.9195  -0.3866
C -20.8062 -0.8676 4.2380  0.1696
C -25.0869 -8.4701 2.6059  -1.4118
C -28.9721 -6.6235 8.1999  -0.3118
C -15.9339 0.4675 1.8131  -1.4666
C -26.4798 -4.2701 2.3835  -0.9556
C -17.6519 -2.0407 9.7546  -0.5810
C -17.4811 -3.2654 10.3460  -0.6149
C -16.1414 -8.5484 1.2068  -1.1908
C -16.8826 -4.1106 2.2091  -1.0142
C -14.5767 -1.3401 5.8186  -1.0418
C -23.7522 -7.6811 2.5994  0.8687
C -21.8132 -1.4795 0.9513  -1.1020
C -18.7558 -1.6826 9.0183  -0.6927
C -20.4045 0.4311 4.9590  -1.3166
C -21.4513 -9.3644 4.1683  -0.8467
C -29.4501 -3.8236 8.2257  -0.5587
C -29.6734 -6.0803 9.2240  -0.5888
C -28.4726 -5.7800 7.1463  -0.3738
C -26.3183 -4.9030 1.0815  -0.6462
C -19.6681 -3.7858 9.5779  0.2397
C -24.4611 -5.7360 -1.6511  -1.0693
C -29.9853 -4.7159 9.1661  -0.2080
C -17.2166 -7.7319 0.6150  0.1299
C -28.5859 -4.3907 7.3308  0.2575
C -15.5810 -0.4667 2.9850  0.4076
H -27.4796 -4.2780 2.8965  0.4277
H -13.9151 -0.5627 5.9560  0.4098
H -16.8665 -3.7018 1.1865  0.4803
H -15.7609 -0.0116 0.8607  0.3955
H -15.1795 1.2379 1.9419  0.4129
H -17.4567 -3.4745 2.8560  -0.0552
H -18.7701 -0.8031 8.4813  0.5618
H -24.8825 -5.2447 -2.5578  0.3797
H -18.2355 -8.0437 0.9308  0.0196
H -27.8444 -6.1229 6.3313  0.4678
H -19.2578 0.5075 5.1506  0.1512
H -15.1916 -8.1581 0.9315  0.3457
H -22.1804 -8.7260 4.7046  0.2619
H -23.4686 -7.3708 3.5939  -0.0437
H -17.1933 -7.7079 -0.4938  0.2797
H -20.6517 -2.4268 8.3430  0.6686
H -20.3912 -9.3218 4.5414  0.3552
H -25.1137 -6.4971 -1.1697  0.3050
H -20.7992 1.2847 4.3760  0.4014
H -25.1881 -9.1472 3.4180  0.4067
H -25.9273 -4.9461 3.1200  0.0580
H -15.8894 -4.1993 2.5754  0.5436
H -21.0729 0.4729 5.8066  0.4499
H -26.0881 -3.2680 2.3997  0.3186
H -14.5206 -0.7848 2.9297  0.3052
H -23.4659 -6.1322 -1.9544  0.3233
H -16.9219 0.9003 1.8743  0.3014
H -21.9050 -2.2200 0.1387  0.2370
H -16.2216 -1.3715 2.8562  -0.1499
H -20.3307 -1.7263 4.7727  0.1074
H -21.8369 -10.3458 4.0367  0.4280
H -25.9601 -7.7666 2.7142  0.2591
H -18.4978 -5.1512 10.6438  0.5169
H -21.9602 -0.9708 4.1327  0.3125
H -26.6632 -5.9169 0.9988  0.3303
H -28.8308 -7.7077 8.1212  0.3335
H -23.7405 -6.8057 1.9742  -0.1667
H -16.8043 -1.4419 9.6818  0.4835
H -14.4370 -1.9186 4.8985  0.2670
H -21.5934 -0.5418 0.4918  0.5186
H -26.6855 -4.3397 0.2717  0.6303
H -30.5493 -4.3015 10.0117  0.3118
H -16.2510 -9.5766 0.9345  0.4193
H -16.2469 -8.5108 2.2920  0.2903
H -25.2305 -9.1275 1.7368  0.3715
H -14.6216 -1.9268 6.7029  0.4041
H -29.5396 -2.7331 8.2594  0.4114
H -22.6455 -1.3984 1.6152  0.3276
H -30.0795 -6.6933 9.9789  0.4230
H -16.5684 -3.4944 10.7972  0.4728

Calculated values
Max |F|: 4.51 eV Å⁻¹
Total charge: +1
LUMO level: -2.11 eV
2S+1: 5
HOMO level: -0.4181 Ha
Energy relative to the best compared isomer or geometry (same formula, charge and spin): 0.0 kJ/mol

***

[2]
Here is a molecular structure, C27H50GdOP2 at a distorted geometry from the Open Molecules 2025 dataset. Energies are from ωB97M-V/def2-TZVPD.

Last column: Mulliken charge in e.
CARTESIAN COORDINATES (ANGSTROEM)
Gd -0.5574 -1.2839 -3.1275  -0.7788
P -3.3566 0.4113 -2.0039  1.3090
P 2.6179 1.5208 -2.8336  0.3712
O -0.6874 -2.7157 -1.5425  -0.0967
C -0.2101 -0.1931 -6.2805  -0.7559
C -1.7627 -4.7009 -0.7127  -1.6787
C -1.8697 -2.6490 -5.2324  -1.0579
C -0.4690 -3.1873 0.8032  -1.0235
C -4.3584 1.9437 -2.2928  -1.3988
C -2.7461 -0.3078 -3.8138  -1.6808
C -0.3977 -2.4542 -4.9991  0.0053
C -1.4338 0.5161 -5.7169  -1.4247
C -4.5060 -0.8970 -1.5164  -1.1483
C 0.3212 -1.3133 -5.3740  -0.1046
C 0.7309 -4.5236 -0.9653  -1.6208
C -0.7845 -0.5773 3.0542  -1.4579
C -0.1448 2.9208 -0.6121  -1.2985
C -0.5521 -3.7742 -0.6050  1.6182
C 2.7374 1.6493 0.1571  -0.9948
C -1.5170 0.4439 -4.1979  0.7868
C 1.4080 1.2391 0.6581  0.5989
C -0.1655 0.2427 1.9842  0.5147
C 0.1440 1.8128 0.3325  0.6841
C 0.9908 0.7325 -2.9593  -0.1197
C -0.8351 1.1806 1.1343  0.8617
C 2.4389 2.5777 -4.3206  -1.3406
C 1.1999 0.2208 1.6231  0.4309
C 2.2178 -0.7324 2.1030  -1.3458
C -2.9770 -1.6975 -4.5940  -0.9097
C -2.2739 1.4887 1.1378  -1.1221
C 3.6855 0.1398 -3.3298  -1.1313
H -3.6681 -2.3361 -4.0048  0.4304
H 0.3356 -2.4315 0.8681  -0.1773
H -0.4629 -0.5179 -7.3044  0.5208
H -3.7511 2.6943 -2.8258  0.3267
H -1.0464 -1.5881 2.6919  0.1779
H -4.4899 -0.9135 -0.4150  0.3768
H 0.7325 3.1483 -1.2244  0.4110
H -2.4538 2.5145 1.4876  0.3694
H -0.9800 2.6575 -1.2782  -0.0108
H -2.0552 -2.6782 -6.3154  0.4189
H -1.4263 -2.6987 1.0628  0.3012
H 2.1522 -1.6803 1.5581  0.2249
H 3.4192 0.7857 0.1037  0.3528
H -1.3963 1.4619 -3.7964  0.8367
H 1.4199 -1.4041 -5.3872  0.3729
H -1.6550 -5.5620 -0.0507  0.4163
H 3.1352 2.2731 -5.1057  0.3937
H -3.5769 0.3202 -4.2138  0.5386
H -2.8258 0.8185 1.8070  0.3388
H -2.3418 0.0737 -6.1557  0.4118
H -4.5894 2.3906 -1.3148  0.4385
H 0.9115 0.3086 -3.9933  0.2511
H 2.6802 3.5981 -4.0004  0.3574
H -5.5080 -0.6570 -1.8958  0.3429
H -0.4326 3.8304 -0.0602  0.4749
H 4.6445 0.5925 -3.5923  0.4184
H -2.7052 1.3935 0.1254  -0.3607
H 1.5971 -3.8518 -0.8810  0.2699
H -0.0958 -0.7028 3.9095  0.4253
H -4.1511 -1.8714 -1.8792  0.2151
H 2.0968 -0.9600 3.1632  0.3637
H -1.8695 -5.0765 -1.7426  0.3418
H -2.6768 -4.1660 -0.4448  0.3130
H 2.6844 2.1055 -0.8699  -0.0807
H -5.3070 1.8332 -2.8411  0.4741
H 0.6701 -4.8633 -2.0121  0.3205
H 0.5824 0.5465 -6.4412  0.3093
H -1.7034 -0.0940 3.4137  0.4271
H 3.2692 -0.4239 -4.1711  0.2547
H 3.2254 -0.3488 1.9352  0.4527
H 3.2186 2.4159 0.7953  0.3692
H 0.1293 -3.3575 -4.5959  0.4787
H -3.6035 -1.3430 -5.4364  0.5374
H 0.8622 -5.3910 -0.3102  0.4328
H 3.8356 -0.5359 -2.4753  0.2301
H -0.2683 -3.9488 1.5840  0.3815
H 0.3553 1.6382 -2.9765  -0.2475
H -1.4890 1.5797 -6.0204  0.4468
H -2.1329 -3.6890 -4.9427  0.3287
H 1.4164 2.5801 -4.7032  0.3108

Calculated values
Max |F|: 6.88 eV Å⁻¹
Total charge: +1
LUMO level (alpha / beta): -3.22 / -4.90 eV
2S+1: 8
HOMO level (alpha / beta): -0.3426 / -0.3470 Ha
Energy relative to the best compared isomer or geometry (same formula, charge and spin): 799.2 kJ/mol